No. 1
Formula: C15H27CoFN2O6PS
Source: the Open Molecules 2025 dataset
Level of theory: wB97M-V/def2-TZVPD

Cartesian coordinates (Å):
Co 19.059 17.084 -11.030
F 19.446 19.018 -10.972
C 23.608 16.106 -14.063
C 23.087 17.304 -14.870
C 21.568 17.299 -14.932
S 21.037 16.110 -13.614
O 20.539 14.886 -14.202
O 20.147 16.768 -12.665
C 22.690 15.928 -12.877
H 24.675 16.115 -13.857
H 23.455 15.209 -14.675
H 23.517 17.220 -15.868
H 23.392 18.268 -14.461
H 21.159 16.923 -15.866
H 21.107 18.239 -14.636
H 22.837 14.972 -12.377
H 22.803 16.745 -12.162
C 14.364 17.242 -11.775
O 14.925 18.207 -12.675
P 16.422 18.701 -12.370
O 17.468 17.637 -12.359
O 16.232 19.426 -10.953
C 15.234 20.444 -10.788
O 16.616 19.845 -13.426
C 17.837 20.609 -13.357
H 14.210 16.298 -12.299
H 13.398 17.661 -11.498
H 14.953 17.004 -10.889
H 15.703 21.419 -10.681
H 14.636 20.251 -9.898
H 14.533 20.423 -11.622
H 17.942 21.147 -14.298
H 18.705 19.948 -13.344
H 17.809 21.322 -12.536
N 18.851 21.503 -9.849
C 19.081 22.748 -10.365
C 18.863 23.717 -9.376
C 18.418 23.009 -8.249
C 18.475 21.673 -8.538
H 18.952 20.628 -10.344
H 19.421 22.889 -11.380
H 18.892 24.779 -9.546
H 18.140 23.430 -7.296
H 18.306 20.785 -7.950
N 22.065 20.174 -11.803
C 23.249 19.482 -11.769
C 24.171 20.082 -12.579
C 23.511 21.191 -13.149
C 22.204 21.204 -12.702
H 21.192 19.936 -11.356
H 23.300 18.642 -11.092
H 25.198 19.795 -12.730
H 23.895 21.900 -13.866
H 21.470 21.981 -12.834

Results
total charge: +1
strongest force on any atom: 3.71 eV Å⁻¹
E_tot: -91721.5029 eV
spin multiplicity: 4
expectation value of S²: 3.75
frontier orbital gap (alpha / beta): 4.9 / 4.3 eV

Which charges does Löwdin predict for the atoms? In e, they are:
1. Co 1.096
2. F -0.441
3. C -0.203
4. C -0.198
5. C -0.155
6. S 0.769
7. O -0.276
8. O -0.415
9. C -0.207
10. H 0.131
11. H 0.123
12. H 0.125
13. H 0.097
14. H 0.114
15. H 0.101
16. H 0.119
17. H 0.080
18. C -0.079
19. O -0.203
20. P 0.437
21. O -0.272
22. O -0.235
23. C -0.063
24. O -0.173
25. C -0.054
26. H 0.097
27. H 0.102
28. H 0.087
29. H 0.095
30. H 0.099
31. H 0.093
32. H 0.102
33. H 0.078
34. H 0.077
35. N 0.008
36. C -0.155
37. C -0.092
38. C -0.119
39. C -0.147
40. H 0.069
41. H 0.090
42. H 0.092
43. H 0.096
44. H 0.104
45. N 0.028
46. C -0.167
47. C -0.114
48. C -0.106
49. C -0.129
50. H 0.094
51. H 0.103
52. H 0.101
53. H 0.097
54. H 0.098

=====

No. 2
Formula: C6H3ErN5O5
Source: the Open Molecules 2025 dataset
Level of theory: wB97M-V/def2-TZVPD

Cartesian coordinates (Å):
O -1.408 -3.208 0.968
C -1.351 -2.092 0.695
Er -0.856 0.444 -0.037
O 1.732 -2.184 -0.502
C 0.898 -1.395 -0.395
C 1.311 1.308 -0.589
O 2.387 1.575 -0.911
C 0.574 0.075 1.878
O 1.286 -0.220 2.736
C -0.328 -0.248 -2.336
O 0.001 -0.664 -3.361
N -4.660 2.853 -0.374
N -3.340 3.090 -0.062
N -3.106 3.979 0.956
C -1.930 3.559 1.407
N -1.514 2.395 0.835
N -2.480 2.044 -0.039
H -4.770 2.295 -1.203
H -5.176 3.720 -0.400
H -1.363 4.090 2.159

Results
total charge: +3
strongest force on any atom: 6.66 eV Å⁻¹
E_tot: -51544.2937 eV
spin multiplicity: 4
expectation value of S²: 3.75
frontier orbital gap (alpha / beta): 7.2 / 7.3 eV

Which charges does Löwdin predict for the atoms? In e, they are:
1. O 0.236
2. C 0.042
3. Er 1.238
4. O 0.279
5. C -0.111
6. C -0.013
7. O 0.272
8. C -0.004
9. O 0.265
10. C 0.005
11. O 0.260
12. N 0.213
13. N -0.134
14. N 0.243
15. C -0.057
16. N -0.105
17. N -0.073
18. H 0.136
19. H 0.151
20. H 0.158

=====

No. 3
Formula: C5H15N2O
Source: the Open Molecules 2025 dataset
Level of theory: wB97M-V/def2-TZVPD

Cartesian coordinates (Å):
C -2.206 -1.310 -0.904
C -1.113 -0.479 -0.325
C 0.284 -1.084 -0.262
C 1.449 -0.239 0.285
C 2.705 -0.603 0.056
N 1.094 0.825 1.195
N -1.526 -0.062 1.097
H -1.833 -2.066 -1.601
H -2.776 -1.856 -0.145
H -2.945 -0.758 -1.488
H -0.965 0.473 -0.850
H 0.508 -1.331 -1.306
H 0.315 -2.080 0.208
H 3.067 -1.418 -0.547
H 3.423 0.131 0.421
H 1.170 1.725 0.746
H 1.573 0.692 2.075
H -2.447 0.365 1.039
H -0.704 0.520 1.407
H -1.515 -0.871 1.723
H 0.588 3.889 -0.923
H 1.350 2.590 -0.830
O 0.504 2.948 -1.071

Results
total charge: +1
strongest force on any atom: 1.67 eV Å⁻¹
E_tot: -10449.1909 eV
frontier orbital gap: 10.6 eV

Which charges does Löwdin predict for the atoms? In e, they are:
1. C -0.040
2. C -0.340
3. C -0.115
4. C -0.367
5. C 0.087
6. N 0.055
7. N 0.195
8. H 0.099
9. H 0.094
10. H 0.096
11. H 0.149
12. H 0.133
13. H 0.137
14. H 0.080
15. H 0.080
16. H 0.064
17. H 0.111
18. H 0.166
19. H 0.115
20. H 0.167
21. H 0.054
22. H 0.012
23. O -0.033

=====

No. 4
Formula: C3H8ClO2P
Source: the Open Molecules 2025 dataset
Level of theory: wB97M-V/def2-TZVPD

Cartesian coordinates (Å):
C 1.038 -1.002 -0.879
C 0.659 0.399 -0.362
C -0.530 0.229 0.595
O 1.770 1.046 0.366
H 1.465 -0.804 -1.902
H 1.758 -1.344 -0.239
H 0.074 -1.576 -0.899
H 0.455 1.227 -1.100
H -1.317 0.961 0.382
H -0.203 0.378 1.623
H -0.815 -0.832 0.567
H 1.339 1.722 0.868
O 4.888 -1.091 1.342
P 4.301 -0.963 0.005
Cl 4.674 0.890 -0.607

Results
total charge: 0
strongest force on any atom: 4.66 eV Å⁻¹
E_tot: -29146.8278 eV
structure (SMILES): CC(C)O.O=PCl
frontier orbital gap: 9.8 eV

Which charges does Löwdin predict for the atoms? In e, they are:
1. C -0.074
2. C -0.436
3. C -0.061
4. O -0.152
5. H 0.099
6. H -0.031
7. H 0.091
8. H 0.144
9. H 0.081
10. H 0.078
11. H 0.068
12. H 0.061
13. O -0.530
14. P 0.438
15. Cl 0.224

=====

No. 5
Formula: C15H48O9
Source: the Open Molecules 2025 dataset
Level of theory: wB97M-V/def2-TZVPD

Cartesian coordinates (Å):
C -0.112 -0.666 -1.698
C -0.907 -0.112 -0.549
C -2.296 -0.750 -0.150
O -0.118 -0.371 0.689
H -0.099 -1.696 -1.783
H 0.889 -0.280 -1.571
H -0.528 -0.710 -2.462
H -1.047 0.980 -0.659
H -3.032 -0.116 0.458
H -2.097 -1.798 0.177
H -2.978 -0.793 -1.038
H -0.269 0.319 1.381
C 2.745 4.913 0.220
C 1.344 5.194 0.526
C 0.467 4.181 -0.239
O 1.119 5.015 1.928
H 2.979 5.014 -0.824
H 3.195 3.908 0.472
H 3.369 5.625 0.808
H 0.938 6.123 0.377
H -0.621 4.262 -0.121
H 0.764 3.215 -0.108
H 0.717 4.397 -1.254
H 1.287 6.027 2.270
C 0.901 -2.692 3.017
C 1.205 -3.316 1.691
C 1.381 -4.872 1.789
O 0.280 -3.029 0.757
H 1.737 -2.631 3.887
H -0.171 -2.736 3.467
H 0.918 -1.671 2.785
H 2.181 -3.131 1.198
H 1.594 -5.308 0.779
H 0.329 -5.441 2.328
H 2.246 -5.033 2.370
H 0.115 -2.092 0.585
C 1.443 1.671 3.213
O 0.358 2.000 2.395
H 1.829 2.548 3.847
H 2.293 1.194 2.579
H 1.214 1.046 3.751
H 0.448 2.870 2.068
C -2.064 1.466 -5.015
O -2.184 0.929 -6.289
H -1.484 0.505 -4.581
H -2.992 1.489 -4.586
H -1.309 2.460 -4.927
H -2.456 0.066 -6.185
C -2.875 2.688 1.768
O -3.885 3.638 1.527
H -2.941 2.060 2.748
H -1.931 3.137 1.733
H -2.672 2.150 0.862
H -4.728 3.238 1.840
C -2.608 -4.799 1.324
O -1.956 -4.029 2.297
H -1.801 -5.322 0.837
H -3.453 -4.412 0.626
H -3.217 -5.643 1.701
H -1.170 -3.849 1.924
C 4.173 1.763 -1.961
O 4.663 1.970 -3.257
H 4.900 1.839 -1.365
H 3.366 0.887 -1.957
H 3.610 2.512 -1.710
H 3.937 1.751 -3.775
C -0.951 -4.756 -2.455
O 0.057 -5.080 -1.535
H -1.718 -4.030 -1.775
H -1.694 -5.440 -2.837
H -0.530 -4.043 -3.395
H -0.096 -4.402 -0.937

Results
total charge: 0
strongest force on any atom: 16.17 eV Å⁻¹
E_tot: -34747.2887 eV
structure (SMILES): CC(C)O.CC(C)O.CC(C)O.CO.CO.CO.CO.CO.CO
frontier orbital gap: 10.1 eV

Which charges does Löwdin predict for the atoms? In e, they are:
1. C -0.001
2. C -0.358
3. C -0.035
4. O -0.121
5. H 0.068
6. H 0.104
7. H -0.058
8. H 0.127
9. H 0.084
10. H 0.072
11. H 0.075
12. H 0.086
13. C -0.071
14. C -0.498
15. C -0.034
16. O -0.103
17. H 0.075
18. H 0.106
19. H 0.095
20. H 0.111
21. H 0.092
22. H 0.034
23. H 0.076
24. H 0.183
25. C -0.054
26. C -0.554
27. C -0.045
28. O -0.069
29. H 0.137
30. H 0.120
31. H 0.014
32. H 0.148
33. H 0.075
34. H 0.165
35. H 0.040
36. H 0.050
37. C -0.107
38. O -0.099
39. H 0.129
40. H 0.129
41. H -0.073
42. H 0.014
43. C -0.175
44. O -0.125
45. H 0.106
46. H 0.027
47. H 0.149
48. H 0.029
49. C -0.182
50. O -0.114
51. H 0.133
52. H 0.024
53. H 0.046
54. H 0.095
55. C -0.178
56. O -0.088
57. H 0.063
58. H 0.103
59. H 0.073
60. H -0.067
61. C -0.129
62. O -0.062
63. H 0.018
64. H 0.141
65. H -0.003
66. H 0.036
67. C -0.193
68. O -0.116
69. H 0.117
70. H 0.047
71. H 0.123
72. H -0.024

=====

No. 6
Formula: C4H6N2
Source: the Open Molecules 2025 dataset
Level of theory: wB97M-V/def2-TZVPD

Cartesian coordinates (Å):
N 0.255 -1.867 -0.683
C 0.092 -0.588 -0.177
C -0.864 0.326 -0.517
N -0.533 1.524 0.198
C 0.654 1.286 1.171
C 1.003 0.027 0.772
H -0.582 -2.310 -1.039
H 0.781 -2.490 -0.085
H -1.667 0.286 -1.243
H -1.286 2.102 0.561
H 0.258 2.185 -0.108
H 1.887 -0.481 1.148

Results
total charge: 0
strongest force on any atom: 1.24 eV Å⁻¹
E_tot: -7221.8042 eV
frontier orbital gap: 9.2 eV

Which charges does Löwdin predict for the atoms? In e, they are:
1. N 0.096
2. C -0.364
3. C -0.087
4. N -0.076
5. C -0.075
6. C -0.152
7. H 0.092
8. H 0.090
9. H 0.102
10. H 0.146
11. H 0.146
12. H 0.080